(1)
{"formula": "C9H6Br2Cl5IrNO2", "method": "ωB97M-V/def2-TZVPD", "species": ["Ir", "N", "C", "C", "O", "O", "H", "H", "H", "H", "Br", "C", "Br", "H", "H", "Cl", "C", "C", "C", "Cl", "C", "Cl", "C", "Cl", "C", "Cl"], "xyz": [[0.235, -0.056, 0.812], [1.869, -0.295, -0.356], [2.376, -1.690, -0.206], [1.948, -2.265, 1.137], [2.362, -3.291, 1.572], [1.061, -1.487, 1.791], [1.630, -0.103, -1.327], [2.562, 0.391, -0.059], [3.459, -1.732, -0.291], [1.926, -2.308, -0.983], [0.048, 2.550, 0.418], [-1.739, 3.166, -0.155], [-2.674, 1.845, -1.138], [-1.553, 4.031, -0.778], [-2.272, 3.407, 0.755], [-1.596, -0.304, 2.516], [-2.137, -1.229, 1.106], [-1.241, -1.082, 0.080], [-1.489, -1.681, -1.135], [-0.374, -1.459, -2.442], [-2.653, -2.439, -1.288], [-2.996, -3.164, -2.797], [-3.543, -2.598, -0.213], [-4.958, -3.538, -0.403], [-3.289, -1.980, 1.016], [-4.335, -2.118, 2.356]], "total_charge": 1, "homo_energy_ev": -12.0882, "orbital_gap_ev": 7.387, "energy_ev": -220544.0571, "spin_multiplicity": 1}

---

(2)
{"formula": "C9H6BrNO4V", "method": "ωB97M-V/def2-TZVPD", "species": ["V", "O", "C", "C", "O", "C", "O", "C", "O", "H", "H", "Br", "C", "C", "C", "C", "N", "C", "H", "H", "H", "H"], "xyz": [[0.054, 0.081, -1.306], [-0.136, 3.128, -2.027], [-0.067, 1.999, -1.749], [0.152, -1.842, -1.703], [0.207, -2.982, -1.950], [2.006, 0.107, -1.501], [3.143, 0.064, -1.738], [-1.896, -0.002, -1.520], [-3.035, 0.008, -1.787], [0.045, 0.440, -4.903], [0.046, -0.311, -4.927], [-1.447, -2.588, 3.439], [-0.639, -1.029, 2.700], [-0.028, -0.030, 3.461], [0.606, 1.011, 2.771], [0.660, 1.004, 1.382], [0.019, 0.047, 0.675], [-0.676, -0.941, 1.307], [-0.062, -0.094, 4.549], [1.066, 1.825, 3.317], [1.197, 1.764, 0.820], [-1.215, -1.658, 0.691]], "total_charge": 3, "homo_energy_ev": [-21.8792, -21.3342], "orbital_gap_ev": [7.683, 4.983], "energy_ev": -114803.8228, "s2": 2.04, "spin_multiplicity": 3}

---

(3)
{"formula": "C9H6Cl2N2O2", "method": "ωB97M-V/def2-TZVPD", "species": ["O", "N", "O", "N", "C", "C", "C", "C", "C", "C", "C", "Cl", "C", "C", "Cl", "H", "H", "H", "H", "H", "H"], "xyz": [[0.693, -3.850, 1.001], [0.466, -3.186, 0.032], [0.428, -3.421, -1.166], [-0.023, -1.930, 0.251], [0.344, -0.726, -0.001], [1.687, -0.380, -0.272], [2.189, 0.869, -0.502], [1.257, 1.967, -0.513], [-0.081, 1.668, -0.339], [-0.597, 0.373, -0.111], [-1.917, 0.196, 0.162], [-3.097, 1.479, 0.096], [-2.477, -1.059, 0.585], [-3.697, -1.565, 0.431], [-4.981, -0.755, -0.418], [2.480, -1.228, -0.341], [3.300, 1.037, -0.533], [1.611, 3.038, -0.514], [-0.691, 2.503, -0.325], [-1.626, -1.690, 1.126], [-3.966, -2.463, 0.910]], "homo_energy_ev": [-8.5553, -8.5609], "orbital_gap_ev": [6.635, 6.644], "energy_ev": -41543.6148, "spin_multiplicity": 1}

---

(4)
{"formula": "C9H6F10I2NO2PtSTe", "method": "ωB97M-V/def2-TZVPD", "species": ["Pt", "N", "C", "O", "C", "C", "H", "H", "H", "H", "H", "H", "F", "C", "C", "F", "C", "F", "C", "S", "C", "F", "C", "F", "F", "Te", "F", "F", "F", "F", "O", "I", "I"], "xyz": [[-0.072, 0.229, -0.336], [2.208, 0.868, 3.218], [1.359, 0.900, 2.181], [0.671, -0.071, 1.902], [1.240, 2.172, 1.384], [1.199, 1.820, -0.102], [2.295, 0.003, 3.727], [2.820, 1.631, 3.443], [2.052, 2.876, 1.598], [0.287, 2.641, 1.658], [2.156, 1.389, -0.420], [1.016, 2.732, -0.667], [0.223, 1.153, -7.255], [-0.114, 1.204, -5.962], [-1.247, 0.538, -5.503], [-1.991, -0.157, -6.365], [-1.609, 0.622, -4.162], [-2.706, -0.002, -3.755], [-0.864, 1.379, -3.253], [-1.434, 1.582, -1.593], [0.256, 2.048, -3.743], [0.974, 2.840, -2.936], [0.639, 1.962, -5.074], [1.710, 2.641, -5.506], [1.893, -1.277, -0.604], [0.513, -2.761, -0.880], [1.408, -3.241, 0.750], [2.078, -3.967, -1.642], [-0.509, -4.472, -0.258], [0.259, -1.123, -2.486], [-0.689, -1.727, 0.189], [-2.228, -2.147, -1.062], [-4.852, -2.483, -2.214]], "total_charge": -1, "homo_energy_ev": [-5.4097, -5.3821], "orbital_gap_ev": [7.095, 4.642], "energy_ev": -79765.8585, "s2": 2.02, "spin_multiplicity": 3}